# 1
This record from the OMol25 dataset describes a structure of composition C7H32BF4O11 in a non-equilibrium geometry. The level of theory is ωB97M-V/def2-TZVPD.

Last column: Löwdin charge in e.
Atoms and positions in Å:
1 B -0.34310 0.01844 0.41453  -1.267
2 F -0.54710 1.32432 0.62677  0.258
3 F -1.10966 -0.67142 1.29689  0.273
4 F -0.68809 -0.23236 -0.93361  0.186
5 F 0.90724 -0.33236 0.69216  0.362
6 O 0.49470 -2.57367 0.48664  0.035
7 H 0.48550 -1.62002 0.40478  -0.033
8 H -0.38977 -2.84425 0.24019  0.060
9 O 1.35658 0.51948 2.41744  0.025
10 H 1.93216 1.27977 2.33442  0.035
11 H 1.13239 0.28862 1.51596  -0.178
12 O -3.09954 0.53435 0.50383  -0.002
13 H -3.39303 0.24943 1.36923  0.056
14 H -2.19728 0.22092 0.44118  -0.013
15 O -0.89109 1.83266 -2.06849  -0.009
16 H -0.53205 1.65303 -1.19955  0.022
17 H -1.78163 1.48310 -2.03716  0.039
18 O -0.91078 0.96334 2.83432  0.035
19 H 0.03481 1.11041 2.85577  0.037
20 H -1.11975 0.88069 1.90387  0.035
21 O -2.33072 -0.74401 -1.84779  -0.032
22 H -2.31157 0.07477 -2.34325  0.007
23 H -1.60308 -0.66809 -1.23054  -0.212
24 C -0.31799 -0.51430 -3.55755  -0.226
25 C 0.74198 0.38566 -4.24190  -0.232
26 O 2.06374 -0.02567 -4.06184  -0.142
27 O -0.15998 -1.91665 -3.85620  -0.053
28 H -1.28689 -0.15280 -3.90200  0.117
29 H -0.29627 -0.49800 -2.46788  0.072
30 H 0.65541 1.43873 -3.97424  0.109
31 H 0.64085 0.47265 -5.32371  0.110
32 H 2.10457 -0.97649 -4.18790  0.104
33 H -1.05836 -2.25504 -3.85374  0.078
34 C -1.94734 -0.83257 4.68564  -0.258
35 C -1.47257 -1.82334 3.56597  -0.238
36 O -0.35784 -1.39522 2.89015  -0.078
37 O -2.42820 0.35910 4.18217  -0.081
38 H -1.11928 -0.70152 5.38224  0.107
39 H -2.69607 -1.35527 5.28087  0.095
40 H -2.23687 -2.04088 2.81991  0.108
41 H -1.21389 -2.84133 3.85732  0.108
42 H -0.55544 -0.83804 2.13378  -0.206
43 H -1.69988 0.79872 3.73736  -0.129
44 C 2.28727 0.74918 -1.93178  -0.033
45 C 2.96550 0.72291 -0.49983  -0.379
46 C 2.43392 1.87274 0.32494  -0.035
47 O 2.65081 -0.55863 0.03298  0.000
48 H 1.22307 0.51628 -1.89518  0.057
49 H 2.77502 0.04844 -2.60937  0.074
50 H 2.44577 1.72852 -2.38327  0.099
51 H 4.04801 0.74517 -0.62538  0.132
52 H 2.42929 1.66567 1.39507  0.053
53 H 1.47540 2.27710 -0.00034  0.090
54 H 3.11097 2.72312 0.24389  0.092
55 H 1.70013 -0.52540 0.16225  -0.237

## Properties
Orbital gap ... 0.29019 Ha
Charge ... -1
LUMO level ... 2.8 eV
Spin multiplicity ... 1
E_HOMO ... -5.1 eV

# 2
This record from the OMol25 dataset describes a cluster of 12 separate species, C7H32O11 in total in a non-equilibrium geometry. The level of theory is ωB97M-V/def2-TZVPD.

Last column: Löwdin charge in e.
Atoms and positions in Å:
1 C -0.91682 -2.04638 2.62977  0.007
2 C -0.98158 -0.78226 2.13728  -0.199
3 C -2.16257 -0.31003 1.55549  -0.117
4 C -2.24917 0.66143 0.65606  -0.315
5 C -3.48654 1.12491 0.06185  -0.053
6 C -1.08673 1.46427 0.20706  -0.142
7 C -0.17738 0.88596 -0.51569  0.014
8 H -1.86487 -2.73405 2.68990  0.107
9 H -0.00381 -2.55083 2.95837  0.048
10 H -0.22289 -0.04018 2.35680  0.081
11 H -3.11829 -0.81267 1.94289  0.159
12 H -4.31350 1.34633 0.73287  0.082
13 H -3.32807 2.08697 -0.48158  0.078
14 H -3.81295 0.21359 -0.53547  0.119
15 H -1.30916 2.51053 0.30026  0.110
16 H -0.33368 -0.14117 -0.51461  0.040
17 H 0.73982 1.34693 -0.90116  0.053
18 O -2.01974 2.56207 -2.45321  -0.067
19 H -1.73471 3.42227 -2.04064  0.073
20 H -1.25529 2.01772 -2.61139  0.008
21 O 1.58721 -2.04843 0.80093  -0.090
22 H 2.46952 -1.86993 0.33210  0.097
23 H 1.95570 -2.18568 1.68025  0.064
24 O 3.15855 0.51440 1.77140  0.033
25 H 3.14922 1.33920 1.36653  -0.032
26 H 2.56549 -0.04487 1.39752  -0.045
27 O 1.77681 1.04795 -3.03710  -0.083
28 H 2.40718 1.50116 -3.56396  0.033
29 H 1.80853 0.08362 -3.38047  0.074
30 O -2.90236 -3.20570 -0.18172  -0.113
31 H -2.88640 -3.41005 -1.10358  0.023
32 H -2.44725 -2.28172 -0.06093  0.073
33 O 3.05307 2.23034 -0.61363  -0.121
34 H 2.60774 1.73018 -1.37992  0.037
35 H 3.94089 1.76222 -0.38037  0.106
36 O 1.01246 2.89564 1.29565  -0.059
37 H 0.96528 3.39969 0.46185  0.062
38 H 1.81306 2.43479 1.14653  -0.042
39 O 0.29579 -0.85314 -3.15014  -0.055
40 H 0.25264 -0.98963 -2.19565  0.024
41 H -0.43814 -1.23841 -3.59607  0.067
42 O 0.97511 1.67353 3.67194  -0.092
43 H 0.81523 0.95225 3.03695  -0.018
44 H 1.91522 1.99066 3.49916  0.062
45 O -0.61134 -2.92077 -0.42181  -0.120
46 H -1.08598 -3.60164 0.08953  0.049
47 H 0.05354 -2.52165 0.18933  -0.007
48 O 2.05524 -2.17184 -1.71765  -0.041
49 H 1.31694 -2.71792 -1.56336  -0.004
50 H 2.05897 -1.71964 -2.56816  0.030

## Properties
Orbital gap ... 0.29716 Ha
Charge ... 0
LUMO level ... -0.1 eV
Spin multiplicity ... 1
E_HOMO ... -8.2 eV

# 3
This record from the OMol25 dataset describes a cluster of 10 separate species, C7H33NO9 in total in a non-equilibrium geometry. The level of theory is ωB97M-V/def2-TZVPD.

Last column: Löwdin charge in e.
Atoms and positions in Å:
1 C 1.67801 1.14770 1.80499  -0.297
2 C 0.69336 -0.03253 1.90648  -0.190
3 C -0.17485 -0.27220 0.68609  -0.196
4 C -0.95279 0.96343 0.12070  -0.217
5 C -1.73324 0.56550 -1.11935  -0.130
6 C -1.31197 0.86234 -2.33528  -0.165
7 C -2.02943 0.44575 -3.59221  -0.150
8 N 3.02398 0.78464 1.37737  0.001
9 H 1.34895 2.00390 1.21113  0.072
10 H 1.69162 1.59454 2.81023  0.095
11 H 0.19252 0.00170 2.88090  0.097
12 H 1.26687 -0.96407 2.01739  0.107
13 H -0.99470 -0.98509 0.83235  0.063
14 H 0.36299 -0.69468 -0.16068  0.088
15 H -0.27006 1.78253 -0.11152  0.067
16 H -1.61035 1.29008 0.94756  0.088
17 H -2.61859 0.03474 -0.77997  0.091
18 H -0.47407 1.52524 -2.50926  0.098
19 H -1.66434 -0.55901 -3.84710  0.038
20 H -3.11312 0.37341 -3.54906  0.063
21 H -1.73736 1.09283 -4.41641  0.056
22 H 3.05277 0.68624 0.36925  0.029
23 H 3.23360 -0.13247 1.75272  0.051
24 H -1.62161 -1.70029 2.77167  -0.014
25 H -1.32318 -3.14905 2.25210  0.008
26 O -1.17352 -2.52317 2.96969  -0.074
27 H -0.82960 2.30436 2.51820  -0.004
28 H -1.37505 2.70453 3.96929  0.042
29 O -0.94134 3.00424 3.16768  -0.050
30 H -3.06169 -1.09635 1.04189  0.013
31 H -3.45766 -0.05386 1.95476  0.039
32 O -3.61738 -1.00311 1.83277  -0.057
33 H 2.67040 -0.86763 -2.79720  0.041
34 H 1.25002 -1.09717 -2.29488  0.002
35 O 2.12301 -0.77131 -2.00709  -0.151
36 H -1.08166 -2.76895 -2.52627  -0.029
37 H 0.11299 -3.07702 -3.48279  -0.021
38 O -0.11575 -2.64285 -2.63319  -0.284
39 H 2.69366 1.57308 -1.81760  0.030
40 H 2.23191 2.58735 -0.75103  0.044
41 O 1.94562 1.82566 -1.27080  -0.079
42 H 4.13624 -2.39370 0.13161  0.010
43 H 2.84942 -2.18795 -1.05074  -0.015
44 O 3.28753 -2.55123 -0.26550  -0.107
45 H -0.96298 -3.28720 -0.75692  -0.029
46 H 0.09289 -3.70544 0.24578  0.034
47 O -0.86336 -3.71283 0.10765  -0.114
48 H 0.12943 4.47800 1.46735  0.024
49 H -0.95214 4.23687 0.40750  0.036
50 O -0.00599 4.36047 0.51977  -0.057

## Properties
Orbital gap (alpha / beta) ... 0.08561 / 0.32177 Ha
Charge ... -1
LUMO level (alpha / beta) ... 2.3 / 2.2 eV
Spin multiplicity ... 2
E_HOMO (alpha / beta) ... -0.1 / -6.5 eV

Asked for relative energy (zero: lowest compared OMol25 entry of this formula, charge and spin) across the records above, the calculation gives 515.88; 136.18; 0.00 kcal/mol in order.